# 1
Formula: C21H25NO5
Source: the OMol25 dataset
Level of theory: the ωB97M-V functional and the def2-TZVPD basis

Geometry as XYZ:
```
52
Properties=species:S:1:pos:R:3:nbo_charge:R:1
C -3.246 -4.566 -0.727 -0.2460
H -2.941 -7.119 -3.890 0.2003
C 2.295 3.414 0.919 -0.1251
H -1.266 -3.655 1.225 0.2126
O -0.844 2.353 -0.394 -0.4917
N -2.947 -3.182 -0.976 -0.3298
H 4.873 7.027 3.841 0.2242
C -2.103 -5.504 -1.177 -0.0712
C -3.048 -6.915 -2.827 -0.2522
H -2.785 -3.024 1.875 0.2172
C 4.348 4.359 1.850 -0.3023
C 0.486 2.238 -0.212 0.7658
C -3.197 -2.507 -2.150 0.1450
H -3.415 -4.698 0.344 0.2199
C -1.466 1.269 -1.052 -0.1798
H 0.250 4.031 0.975 0.2144
O -2.162 -5.863 -2.536 -0.5366
C 0.992 3.333 0.625 -0.3055
C 2.955 4.420 1.728 0.0241
H 6.896 3.324 2.504 0.1770
H 2.935 2.644 0.502 0.2200
O -1.141 0.127 1.021 -0.5649
H -0.889 0.983 -1.940 0.2206
H 4.872 3.566 1.340 0.2159
H -2.105 -6.407 -0.551 0.1687
H -1.381 -1.961 1.734 0.2786
H -3.300 -4.035 -3.628 0.2365
C 2.262 5.437 2.384 -0.2404
O 1.155 1.365 -0.712 -0.6075
O 6.386 5.317 2.781 -0.4922
H 8.194 4.541 2.430 0.2010
H -4.091 -6.653 -2.616 0.1609
C 4.324 6.307 3.255 -0.2488
H 2.409 7.154 3.647 0.2154
C 5.036 5.295 2.607 0.3085
C -3.858 -3.154 -3.315 -0.6518
C -2.325 -2.355 -0.098 0.2462
C 2.950 6.369 3.140 -0.1855
H -2.462 1.610 -1.338 0.2125
C -1.915 -2.781 1.263 -0.6731
C -1.563 0.056 -0.115 0.5670
H -3.894 -2.450 -4.141 0.2313
C -2.177 -1.112 -0.707 -0.2654
C 7.163 4.326 2.153 -0.2529
H -2.790 -7.816 -2.257 0.1698
C -2.737 -1.233 -2.012 -0.2664
H -4.880 -3.453 -3.075 0.2095
H -1.148 -4.987 -1.052 0.2028
H -2.793 -0.465 -2.757 0.2181
H 1.189 5.496 2.307 0.2109
H 7.065 4.368 1.064 0.1767
H -4.163 -4.832 -1.257 0.2175
```

Its spin multiplicity is 1. The charge is 0. As for the energy above the lowest of the compared OMol25 structures with the same formula, charge and spin: 41.3 kcal per mole. The total energy comes out at -1246.1499 a.u.

# 2
Formula: C27H20N6PbS2
Source: the OMol25 dataset
Level of theory: the ωB97M-V functional and the def2-TZVPD basis

Geometry as XYZ:
```
56
Properties=species:S:1:pos:R:3:nbo_charge:R:1
H 1.830 -0.292 -3.109 0.3896
H -0.240 2.220 3.147 0.2151
C 2.290 3.795 -0.891 -0.0243
C 3.288 1.622 -0.896 -0.1379
C 1.988 1.051 -0.695 0.1533
H 2.403 4.868 -0.982 0.2514
H 4.389 3.426 -1.185 0.2595
C 1.005 3.261 -0.720 -0.2129
C 4.647 -1.589 1.243 -0.2230
H -3.440 -0.600 3.583 0.2193
H -4.676 -1.582 -4.590 0.2657
N -2.929 2.766 8.061 -0.2354
H 5.330 -1.304 2.031 0.2589
Pb -0.730 -1.717 -0.777 1.3234
C 3.422 2.983 -0.995 -0.2352
C -1.340 2.328 4.979 -0.1447
C 3.770 -3.293 -0.266 -0.1951
C -1.833 -1.349 -3.987 0.0876
H 2.304 -0.646 -4.708 0.4158
H 2.118 -2.728 -1.495 0.2436
C 4.682 -2.877 0.714 -0.0484
H -3.461 -0.879 0.719 0.4294
C -1.812 0.757 3.218 -0.0878
C -1.237 -0.207 0.809 -0.7368
H -2.582 -1.712 -6.013 0.2668
C -3.149 0.742 5.220 -0.1505
H 4.135 0.970 -1.057 0.2430
C -4.075 -1.307 -1.171 0.2733
C -1.052 1.809 3.731 -0.2077
C -2.389 1.794 5.722 -0.1341
H -0.133 1.460 -0.505 0.2632
C -4.311 -1.511 -3.580 -0.4313
C -2.688 2.335 7.026 0.2430
C 2.766 -1.101 -0.215 0.1510
H 0.152 3.921 -0.646 0.2561
C 0.839 1.904 -0.662 -0.1217
H 3.834 -4.293 -0.670 0.2551
C 2.795 -2.436 -0.703 -0.1626
N -2.896 -1.320 -1.766 -0.6544
N -0.609 -1.097 -3.372 -0.5796
H -0.757 3.144 5.384 0.2418
C -3.040 -1.414 -3.150 0.1781
C -2.860 0.227 3.970 -0.2013
C -1.512 0.222 1.915 0.1047
H -5.164 -1.115 0.543 0.4211
C 0.342 -1.034 -4.269 0.2435
H -3.957 0.334 5.810 0.2468
S -5.406 -1.461 -2.247 0.4825
H 5.413 -3.582 1.089 0.2522
C 3.706 -0.698 0.784 -0.1468
N 1.780 -0.273 -0.622 -0.2885
C -1.781 -1.498 -5.326 -0.4155
S -0.167 -1.298 -5.885 0.4815
N 1.650 -0.797 -3.959 -0.7988
H 3.588 0.268 1.256 0.2429
N -4.239 -1.199 0.158 -0.7850
```

Its spin multiplicity is 1. The charge is +2. As for the energy above the lowest of the compared OMol25 structures with the same formula, charge and spin: 0.0 kcal per mole. The total energy comes out at -2358.0365 a.u.

# 3
Formula: CH5BS
Source: the OMol25 dataset
Level of theory: the ωB97M-V functional and the def2-TZVPD basis

Geometry as XYZ:
```
8
Properties=species:S:1:pos:R:3:nbo_charge:R:1
H -1.468 1.038 1.146 0.1929
C -1.252 0.791 0.030 -0.8607
H 1.409 -0.625 1.154 -0.0489
S -0.839 -0.919 0.034 0.3809
B 0.916 -0.771 0.157 0.1061
H -0.880 -1.260 -1.315 0.1107
H -0.393 1.368 -0.007 0.1766
H 1.440 -0.409 -0.760 -0.0576
```

Its spin multiplicity is 1. The charge is 0. As for the energy above the lowest of the compared OMol25 structures with the same formula, charge and spin: 96.5 kcal per mole. The total energy comes out at -463.9809 a.u.

| no. | Kohn-Sham gap (hartree) |
| --- | --- |
| 1 | 0.30564 |
| 2 | 0.14296 |
| 3 | 0.28685 |